P.
ORCA calculation (wB97M-V/def2-TZVPD) on a cluster of 2 separate species, C6H12OSi in total.

## Properties
E_HOMO (spin up / spin down) ... -6.3 / -6.7 eV
Total charge ... 0
Frontier orbital gap (spin up / spin down) ... 6.1 / 6.7 eV
2S+1 ... 1

```
20
Properties=species:S:1:pos:R:3:lowdin_charge:R:1
C 2.4980 -1.9631 -0.4022 -0.04
C 0.6752 2.4975 0.0555 -0.05
C 2.0380 -0.8930 0.2403 -0.28
C 1.1209 1.3529 0.5475 -0.26
C -3.0670 0.4100 -0.6130 -0.11
C 1.1880 0.1453 -0.3004 -0.15
O -2.4623 -0.0721 0.5913 -0.40
Si -1.3258 -1.2091 0.7547 0.75
H 3.2707 -2.6081 -0.1141 0.02
H 2.0897 -2.3239 -1.3790 0.06
H 0.6199 3.4494 0.7121 0.08
H 0.3963 2.5363 -0.9590 0.03
H 2.5797 -0.7965 1.1131 0.07
H 1.1841 1.3955 1.6513 0.11
H -2.4591 0.0758 -1.3898 0.05
H -3.1387 1.5384 -0.3569 0.13
H -3.9992 0.0489 -0.8366 0.05
H 1.0333 0.1756 -1.3204 0.07
H -1.0783 -2.2239 -0.2261 -0.08
H -1.1633 -1.5359 2.2317 -0.05
```

---

Q.
ORCA calculation (wB97M-V/def2-TZVPD) on the molecule C6H12OSi.

## Properties
E_HOMO ... -9.8 eV
Total charge ... 0
Frontier orbital gap ... 10.5 eV
SMILES ... C[Si](C)(C)C#CCO
2S+1 ... 1

```
20
Properties=species:S:1:pos:R:3:lowdin_charge:R:1
C -1.9821 -0.1323 0.2999 -0.06
C -0.9646 -0.1107 -0.3612 -0.06
O -3.9965 -1.0276 1.2604 -0.06
C -3.0707 0.0342 1.2192 -0.29
C 1.6279 0.2183 1.2081 -0.18
C 1.5027 -1.3616 -1.3754 -0.20
C 1.3099 1.6125 -1.5097 -0.18
Si 0.8077 0.1008 -0.4846 0.42
H -3.5489 -1.8583 1.4853 0.10
H -2.7303 0.2183 2.2458 0.13
H -3.6567 0.9101 0.9967 0.12
H 1.3814 1.1218 1.7453 0.02
H 2.7197 0.2084 1.1028 0.04
H 1.3215 -0.6153 1.8420 0.03
H 1.2129 -1.4004 -2.4112 0.03
H 1.1735 -2.2453 -0.8127 0.04
H 2.5888 -1.3354 -1.3915 0.03
H 1.2589 2.4936 -0.8636 0.03
H 2.3417 1.4440 -1.7854 0.02
H 0.7032 1.7251 -2.4102 0.03
```

---

Stability ranking, top and bottom: Q is the most stable and P is the least stable.

---

P.
ORCA calculation (wB97M-V/def2-TZVPD) on a cluster of 22 separate species, C9H60NO22 in total.

## Properties
E_HOMO ... -4.2 eV
Total charge ... -1
Frontier orbital gap ... 5.2 eV
2S+1 ... 1

```
92
Properties=species:S:1:pos:R:3:lowdin_charge:R:1
C 0.0116 2.7786 -0.7976 -0.01
C 0.7367 1.4277 -1.0183 -0.47
C 1.7100 1.1670 0.1384 -0.13
C 0.9937 0.8023 1.4093 -0.19
C 0.1572 -0.4504 1.2016 -0.12
C -0.8432 -0.2543 0.0103 -0.48
N -0.1544 0.2598 -1.1860 -0.17
O -0.9409 0.3083 -2.3579 -0.28
C -2.0513 0.5801 0.4715 -0.02
C -1.2883 -1.6633 -0.3072 -0.06
C 1.6059 1.5134 -2.2940 -0.02
H -0.5374 2.7501 0.1427 0.05
H -0.7619 2.9076 -1.5554 0.06
H 0.7325 3.5919 -0.7752 0.08
H 2.2575 2.0646 0.4422 0.10
H 2.4045 0.3568 -0.0845 0.12
H 0.3321 1.5978 1.7611 0.09
H 1.7043 0.5658 2.2100 0.10
H -0.4223 -0.7099 2.0933 0.12
H 0.8193 -1.3063 1.0431 0.12
H -1.7903 1.4924 0.9936 0.05
H -2.7106 -0.0044 1.1276 0.07
H -2.7424 0.7086 -0.3602 0.06
H -1.8994 -2.1818 0.4405 0.07
H -0.4083 -2.2449 -0.5818 0.08
H -2.0003 -1.6987 -1.1445 0.06
H 2.0085 0.5345 -2.5539 0.07
H 2.4023 2.2535 -2.1673 0.09
H 1.1405 1.8239 -3.2339 0.07
O 3.0685 -2.8295 4.2076 -0.09
H 3.0272 -2.1420 3.5345 -0.01
H 2.4339 -3.5027 3.9139 -0.01
O -2.2393 -4.1018 -2.8277 -0.05
H -3.1114 -3.8335 -3.1367 0.04
H -2.0851 -3.5614 -2.0439 0.00
O 0.6394 -2.0039 -3.0265 -0.08
H 0.1273 -1.2534 -2.6446 0.03
H -0.0241 -2.5341 -3.4819 0.06
O 1.9361 4.8345 1.1630 -0.07
H 2.2087 4.0523 0.6766 0.00
H 1.8402 4.5206 2.0772 0.00
O 4.5564 -1.5753 -0.2080 -0.09
H 3.7771 -2.0588 -0.5429 -0.01
H 4.2616 -1.1694 0.6166 -0.02
O 4.5384 1.4270 -5.1879 -0.07
H 4.5967 1.8942 -4.3489 0.03
H 4.5035 0.4925 -4.9423 0.01
O 2.4029 -3.2563 -1.2758 -0.08
H 2.9998 -3.7796 -1.8199 0.04
H 1.8596 -2.7506 -1.9258 0.00
O -4.5524 2.9070 2.4004 -0.07
H -4.6910 2.0547 1.9444 0.00
H -5.4009 3.3553 2.3467 0.04
O 3.1653 -1.6186 -4.2557 -0.06
H 2.3977 -1.2914 -3.7629 0.00
H 2.8528 -2.4273 -4.6680 0.03
O 0.3346 4.4829 -3.7636 -0.06
H -0.6137 4.6297 -3.8406 0.03
H 0.4062 3.6498 -3.2842 -0.02
O -1.9427 -3.8581 2.8906 -0.05
H -2.3189 -4.4933 3.5118 0.07
H -2.5022 -3.0784 2.9657 0.05
O -0.0861 1.2997 5.4006 -0.08
H -0.3974 1.4599 4.4936 -0.01
H -0.4124 2.0569 5.8926 0.02
O -1.9301 -5.7677 0.8487 -0.08
H -1.7155 -4.9968 1.4047 -0.02
H -2.6065 -5.4573 0.2392 0.02
O -5.2972 0.3298 2.0627 -0.05
H -5.6545 0.2514 2.9545 0.06
H -5.0269 -0.5630 1.8251 0.05
O 2.4825 3.2979 3.4855 -0.05
H 2.3916 3.5830 4.4011 0.05
H 2.4013 2.3375 3.5226 0.03
O -1.5480 2.6329 3.4302 -0.05
H -1.3028 3.0137 2.5789 0.04
H -2.5146 2.6515 3.4328 0.03
O 4.6413 -1.1164 2.5738 -0.05
H 5.0764 -0.4303 3.0903 0.06
H 5.2896 -1.8282 2.5136 0.07
O 1.2527 -4.5820 2.8344 -0.04
H 0.5215 -4.0158 2.5596 0.03
H 0.8406 -5.4233 3.0541 0.05
O -3.6336 -0.5511 -2.9402 -0.08
H -2.7432 -0.1420 -2.9198 -0.01
H -3.9073 -0.5550 -2.0204 0.01
O -2.0086 2.0283 -4.9067 -0.07
H -2.9409 1.7913 -4.9146 0.03
H -1.6209 1.4550 -4.2265 0.00
O -3.0589 2.4208 -1.9766 -0.09
H -2.9683 2.9905 -1.2064 0.03
H -2.4416 1.6773 -1.8164 -0.03
```

---

Q.
ORCA calculation (wB97M-V/def2-TZVPD) on a cluster of 22 separate species, C9H60NO22 in total.

## Properties
E_HOMO ... -2.2 eV
Total charge ... -1
Frontier orbital gap ... 3.6 eV
2S+1 ... 1

```
92
Properties=species:S:1:pos:R:3:lowdin_charge:R:1
C -0.5346 2.6441 1.4349 -0.05
C -0.6519 2.4949 -0.1161 -0.52
C 0.5485 3.2140 -0.7439 -0.19
C 1.7490 2.3045 -0.7565 -0.22
C 1.4350 1.0598 -1.5542 -0.15
C 0.2367 0.1629 -0.9280 -0.45
N -0.8550 1.1316 -0.6435 -0.18
O -2.0594 0.4749 -0.0675 -0.37
C 0.8372 -0.6434 0.2767 -0.06
C -0.2002 -0.8456 -2.0343 -0.07
C -1.7644 3.4648 -0.5019 -0.09
H 0.2271 1.9889 1.8576 0.05
H -1.4784 2.3658 1.9038 0.07
H -0.1280 3.6301 1.6601 0.06
H 0.8133 4.0543 -0.1022 0.10
H 0.4528 3.7576 -1.6838 0.11
H 1.9586 2.0395 0.2798 0.10
H 2.6131 2.8469 -1.1404 0.10
H 2.3723 0.5158 -1.4373 0.09
H 1.4288 1.3013 -2.6171 0.11
H 1.8172 -1.0575 0.0395 0.06
H 0.2030 -1.4911 0.5363 0.06
H 0.9308 -0.1581 1.2482 0.05
H 0.5641 -1.4170 -2.5610 0.06
H -0.6797 -0.3081 -2.8524 0.07
H -0.9533 -1.5494 -1.6798 0.06
H -1.6722 4.4072 0.0379 0.07
H -2.7736 3.1665 -0.2180 0.06
H -1.8582 3.5219 -1.5864 0.07
O 6.3213 -0.2482 -6.9625 -0.06
H 6.2744 -0.8261 -6.2009 0.03
H 5.4510 -0.3008 -7.3576 0.03
O -2.1649 -2.3683 5.2660 -0.06
H -1.3197 -2.3729 5.7152 0.03
H -2.0754 -1.6935 4.5930 0.03
O -5.8706 6.2115 -6.0641 -0.05
H -5.3455 6.6617 -5.4024 0.03
H -6.7625 6.2315 -5.7172 0.03
O 2.8223 0.8752 6.8866 -0.06
H 3.3901 0.1449 6.6405 0.03
H 3.1645 1.6216 6.3946 0.03
O -3.9126 -7.1664 -5.3297 -0.05
H -4.3102 -6.9250 -4.4931 0.03
H -3.1071 -7.6242 -5.0894 0.03
O -4.8304 5.3009 9.2180 -0.05
H -4.1992 4.6269 8.9658 0.03
H -4.7310 5.3798 10.1668 0.02
O 3.9419 -7.1649 -0.9551 -0.05
H 4.7119 -7.3722 -1.4845 0.02
H 4.2610 -7.1756 -0.0528 0.03
O 6.6816 7.5745 -0.0934 -0.06
H 6.1706 6.8412 -0.4359 0.03
H 6.1659 7.9033 0.6429 0.03
O -6.7937 -3.0226 4.2414 -0.06
H -6.7820 -2.1586 3.8297 0.03
H -6.0535 -3.0095 4.8481 0.03
O 0.3930 9.9593 -5.4846 -0.06
H 0.6341 9.3244 -4.8101 0.03
H -0.2295 10.5440 -5.0524 0.03
O -2.7348 -6.9073 2.7474 -0.06
H -2.9184 -5.9681 2.7278 0.03
H -3.0870 -7.2380 1.9211 0.03
O -7.8625 2.3559 2.9069 -0.06
H -7.1786 2.2466 2.2461 0.03
H -8.4358 3.0338 2.5491 0.02
O 0.3709 -9.4880 -3.9405 -0.05
H 0.9464 -8.7733 -3.6679 0.03
H 0.9187 -10.2710 -3.8867 0.03
O -2.1490 -4.1995 -8.4724 -0.05
H -1.7002 -5.0330 -8.6141 0.02
H -2.7311 -4.3634 -7.7304 0.03
O 5.7646 -7.0704 3.7959 -0.06
H 5.9211 -7.8027 4.3922 0.03
H 5.2464 -6.4500 4.3086 0.03
O 4.3420 5.4765 6.4797 -0.05
H 4.9686 5.2480 7.1663 0.03
H 4.8018 6.1190 5.9393 0.03
O -4.6458 0.8229 -4.9732 -0.06
H -4.3759 0.4128 -4.1515 0.03
H -4.6634 1.7601 -4.7793 0.03
O 8.4245 3.0628 -3.2226 -0.05
H 8.2477 2.4240 -3.9132 0.03
H 8.4727 2.5422 -2.4208 0.03
O -2.6189 1.1673 8.0171 -0.06
H -1.7019 1.3937 7.8620 0.03
H -2.8750 0.6617 7.2457 0.03
O -6.1846 -4.5102 -1.3897 -0.06
H -6.7997 -4.2302 -0.7119 0.03
H -5.5095 -3.8316 -1.3962 0.03
O 8.7996 -5.0922 0.2560 -0.05
H 8.3860 -4.9916 -0.6013 0.03
H 8.0862 -5.3557 0.8372 0.03
```

---

Stability ranking, top and bottom: P is the most stable and Q is the least stable.

---

P.
ORCA calculation (wB97M-V/def2-TZVPD) on a cluster of 2 separate species, C3H13N3O in total.

## Properties
E_HOMO ... -9.2 eV
Total charge ... 0
Frontier orbital gap ... 10.0 eV
SMILES ... NCCNCN.O
2S+1 ... 1

```
20
Properties=species:S:1:pos:R:3:lowdin_charge:R:1
C -0.4536 0.6029 1.0794 -0.24
N 0.2986 -0.5049 0.3618 -0.09
C -0.0238 -1.8507 1.0005 -0.29
N -0.2038 -2.8946 -0.0398 -0.03
C -0.3108 2.0089 0.4678 -0.32
N 0.9112 2.5146 -0.0578 0.00
H -0.0957 0.7092 2.1544 0.11
H -1.5858 0.4099 1.0777 0.13
H 1.3126 -0.2272 0.3348 0.12
H -1.0662 -1.7298 1.5445 0.12
H 0.6915 -2.3480 1.7457 0.12
H -0.2380 -2.5075 -0.9741 0.04
H 0.4665 -3.6809 0.0397 0.07
H -1.0713 1.9667 -0.2534 0.07
H -0.6717 2.7303 1.3744 0.15
H 0.9336 2.8857 -0.9527 0.04
H 1.7878 1.9475 0.0196 0.09
H 0.2931 0.8122 -2.0532 0.03
H -0.2791 -0.4343 -1.6319 0.00
O -0.3487 0.1368 -2.4451 -0.12
```

---

Q.
ORCA calculation (wB97M-V/def2-TZVPD) on a cluster of 2 separate species, C3H13N3O in total.

## Properties
E_HOMO ... -8.5 eV
Total charge ... 0
Frontier orbital gap ... 9.4 eV
SMILES ... C[C@H](N)NN.CO
2S+1 ... 1

```
20
Properties=species:S:1:pos:R:3:lowdin_charge:R:1
C 0.6582 0.8630 -0.6639 -0.50
C 1.5915 0.6827 0.5245 -0.06
N -0.6997 1.3700 -0.2096 -0.12
N -1.7386 0.3851 -0.4871 -0.02
N 1.0629 1.9724 -1.4857 -0.01
H -0.7370 1.5253 0.7994 0.11
H 0.5404 -0.0584 -1.2452 0.13
H -2.6307 0.8339 -0.2894 0.09
H -1.7078 0.2257 -1.4948 0.09
H 0.3886 2.6854 -0.8851 0.14
H 0.6404 1.9210 -2.4061 0.05
H 2.5889 0.4425 0.1647 0.08
H 1.6691 1.6129 1.0886 0.08
H 1.2207 -0.0893 1.1976 0.06
C -0.2927 -2.7071 0.9139 -0.18
O -0.8696 -1.5246 1.4165 -0.16
H -1.2903 -1.0418 0.6782 0.02
H 0.5137 -2.4978 0.2003 0.07
H -1.0330 -3.3496 0.4223 0.07
H 0.1248 -3.2513 1.7610 0.08
```

---

Stability ranking, top and bottom: P is the most stable and Q is the least stable.